DFT (the ωB97M-V functional and the def2-TZVPD basis) results for a structure of composition C80H200As3F22N13O21S4.

## Properties
E_LUMO, eV: -7.987
Relative energy (zero: lowest compared OMol25 entry of this formula, charge and spin), kcal/mol: 280.93
HOMO-LUMO gap, eV: 5.27
Total energy, eV: -434166.8816
Net charge: +4

Each line ends with the Löwdin charge.
CARTESIAN COORDINATES (ANGSTROEM)
C  1.3981  0.3441  5.4857  -0.02
C  0.9496  0.4786  7.0455  -0.08
N  -0.5671  0.6146  7.4565  -0.22
C  -1.0207  2.0174  6.9677  0.01
C  -1.4875  -0.4185  6.6969  -0.16
C  -2.9474  -0.4179  7.0438  -0.04
C  -0.8311  0.4414  8.9436  -0.06
C  0.2814  1.0539  9.8650  -0.20
O  0.4096  2.4103  9.5635  -0.19
C  1.1917  3.0494  10.4806  -0.12
H  2.4026  -0.0791  5.4811  0.07
H  1.4811  1.2625  4.9046  0.07
H  0.7537  -0.3499  4.9461  0.05
H  1.4251  1.3574  7.4810  0.11
H  1.3265  -0.4138  7.5451  0.12
H  -1.9790  2.3365  7.3773  0.10
H  -1.0025  2.0151  5.8779  0.07
H  -0.2889  2.8014  7.1625  0.10
H  -0.8943  -1.3030  6.9290  0.12
H  -1.2890  -0.1632  5.6560  0.10
H  -3.5675  0.4531  6.8318  0.08
H  -3.0450  -0.7607  8.0739  0.09
H  -3.3622  -1.2881  6.5351  0.08
H  -0.9578  -0.6190  9.1618  0.14
H  -1.7645  0.9475  9.1898  0.14
H  1.2270  0.5215  9.9672  0.13
H  -0.2199  0.9938  10.8311  0.13
H  0.8243  2.7371  11.4581  0.09
H  0.8864  4.0911  10.3815  0.10
H  2.2816  3.0341  10.4811  0.10
C  -1.1645  -10.2356  3.4583  -0.05
C  -0.4362  -9.6319  2.2492  -0.18
N  -1.2411  -8.5806  1.4535  -0.20
C  -1.8880  -7.6182  2.4690  0.05
C  -0.1362  -7.8874  0.4867  -0.10
C  1.0169  -7.1856  1.2677  -0.08
C  -2.2666  -9.3860  0.6209  -0.06
C  -2.9011  -8.5554  -0.5342  -0.17
O  -3.7880  -7.4638  -0.1036  -0.17
C  -3.6820  -6.3174  -1.0263  -0.08
H  -0.8814  -9.6843  4.3551  0.09
H  -0.7729  -11.2368  3.6383  0.09
H  -2.2429  -10.3540  3.3532  0.08
H  -0.0791  -10.3918  1.5541  0.12
H  0.5361  -9.3358  2.6431  0.12
H  -2.7707  -8.1664  2.7983  0.11
H  -2.1151  -6.6909  1.9431  0.10
H  -1.1770  -7.4652  3.2809  0.09
H  -0.5727  -7.1202  -0.1527  0.10
H  0.3219  -8.5830  -0.2164  0.12
H  1.9769  -7.6921  1.3673  0.09
H  0.6761  -6.8786  2.2565  0.05
H  1.3279  -6.2149  0.8815  0.05
H  -3.0198  -9.7429  1.3233  0.13
H  -1.8149  -10.3024  0.2409  0.14
H  -3.5432  -9.2150  -1.1179  0.13
H  -2.1602  -8.2392  -1.2685  0.10
H  -3.7671  -6.5117  -2.0955  0.08
H  -2.8186  -5.7210  -0.7314  0.05
H  -4.4566  -5.5873  -0.7919  0.08
C  -1.3499  -4.6344  -3.3826  -0.04
C  -1.6440  -3.3385  -4.2131  -0.15
N  -1.4050  -3.4819  -5.7195  -0.22
C  -2.4883  -4.3702  -6.1876  0.00
C  -1.6934  -2.0311  -6.2925  -0.12
C  -3.1740  -1.5233  -6.3660  -0.05
C  0.0176  -4.0119  -6.0558  -0.05
C  1.1796  -3.0797  -5.7880  -0.18
O  1.3286  -2.8924  -4.3654  -0.21
C  2.3831  -1.9651  -4.0467  -0.07
H  -1.5638  -4.3095  -2.3644  0.06
H  -0.3154  -4.9776  -3.3944  0.07
H  -2.0171  -5.4683  -3.6004  0.07
H  -0.8520  -2.6890  -3.8404  0.10
H  -2.6160  -2.9077  -3.9732  0.12
H  -2.5993  -4.3117  -7.2704  0.12
H  -3.3889  -4.1655  -5.6088  0.09
H  -2.1826  -5.4024  -6.0162  0.12
H  -1.4469  -1.9225  -7.3487  0.12
H  -1.0096  -1.3367  -5.8044  0.11
H  -3.3128  -0.6114  -6.9467  0.08
H  -3.5858  -1.3178  -5.3779  0.05
H  -3.8291  -2.2439  -6.8556  0.08
H  -0.0719  -4.2564  -7.1142  0.15
H  0.0601  -4.9368  -5.4804  0.12
H  0.9817  -2.1540  -6.3284  0.12
H  2.0696  -3.5194  -6.2381  0.12
H  2.1204  -0.9995  -4.4790  0.08
H  3.4206  -2.2210  -4.2617  0.07
H  2.3447  -1.9248  -2.9582  0.09
C  -3.1743  7.5278  3.3719  -0.05
C  -2.2944  8.2928  2.3723  -0.14
N  -1.6479  7.3912  1.2537  -0.22
C  -2.8581  6.8635  0.4307  0.02
C  -0.7741  8.3715  0.3690  -0.11
C  -1.6107  9.4848  -0.3138  -0.05
C  -0.7620  6.2614  1.8060  -0.03
C  0.1344  5.4806  0.7793  -0.15
O  -0.6845  4.9051  -0.2170  -0.20
C  -0.0456  3.9502  -0.9760  -0.11
H  -3.6179  6.6295  2.9426  0.05
H  -3.9126  8.1114  3.9218  0.10
H  -2.5944  7.0785  4.1781  0.09
H  -1.4732  8.7493  2.9248  0.13
H  -2.9685  9.0581  1.9876  0.12
H  -2.4071  6.7796  -0.5581  0.08
H  -3.6528  7.6093  0.4480  0.10
H  -3.0933  5.8739  0.8226  0.09
H  -0.3946  7.6321  -0.3362  0.10
H  0.0389  8.7539  0.9862  0.14
H  -1.0560  10.0159  -1.0874  0.09
H  -1.8975  10.2871  0.3659  0.08
H  -2.5256  9.0874  -0.7534  0.07
H  -1.4518  5.5641  2.2815  0.09
H  -0.1341  6.7556  2.5474  0.15
H  0.6964  4.6985  1.2897  0.12
H  0.9249  6.0861  0.3359  0.13
H  0.5262  4.5090  -1.7169  0.09
H  -0.6955  3.2588  -1.5124  0.05
H  0.4592  3.1205  -0.4812  0.10
C  4.9506  -7.8348  -5.3475  -0.06
C  5.6694  -6.5458  -4.9106  -0.11
N  4.7937  -5.6449  -3.9539  -0.21
C  3.5338  -5.2249  -4.6747  0.00
C  4.4992  -6.5800  -2.7203  -0.12
C  3.4229  -6.0420  -1.7924  -0.05
C  5.5426  -4.4062  -3.4185  -0.09
C  6.2204  -3.5759  -4.4578  -0.15
O  5.3524  -2.9174  -5.4690  -0.21
C  6.1876  -2.3300  -6.4497  -0.11
H  5.0333  -8.6770  -4.6606  0.08
H  5.3406  -8.3205  -6.2421  0.10
H  3.8804  -7.7212  -5.5202  0.08
H  5.7964  -5.9507  -5.8150  0.12
H  6.6704  -6.7089  -4.5113  0.14
H  2.7865  -5.9749  -4.9339  0.11
H  3.9183  -4.9544  -5.6581  0.10
H  3.1669  -4.3641  -4.1156  0.07
H  5.5000  -6.7561  -2.3259  0.14
H  4.1881  -7.5458  -3.1184  0.11
H  3.0444  -5.0855  -2.1528  0.05
H  3.7538  -6.0434  -0.7538  0.09
H  2.5799  -6.7259  -1.6932  0.07
H  6.3324  -4.7190  -2.7355  0.14
H  4.7696  -3.8553  -2.8828  0.11
H  7.0124  -4.2179  -4.8433  0.13
H  6.6830  -2.7625  -3.8987  0.14
H  6.8977  -3.0321  -6.8866  0.10
H  6.7830  -1.5483  -5.9778  0.09
H  5.6706  -1.8133  -7.2583  0.09
C  -7.2162  6.4019  2.7263  -0.04
C  -8.0079  5.7004  1.5427  -0.12
N  -7.5372  4.2635  1.1218  -0.21
C  -8.1418  3.2720  2.1161  0.06
C  -8.0608  3.9180  -0.2984  -0.13
C  -9.5893  4.1177  -0.5109  -0.05
C  -5.9204  4.3550  1.2341  -0.06
C  -5.2393  3.3002  0.4189  -0.26
O  -5.6331  2.0158  0.6922  -0.17
C  -5.1174  1.3947  1.8297  -0.07
H  -6.1352  6.2739  2.6698  0.04
H  -7.3054  5.8663  3.6715  0.08
H  -7.6132  7.4147  2.7952  0.09
H  -7.8860  6.3469  0.6736  0.12
H  -9.0668  5.5187  1.7264  0.12
H  -7.9053  3.6691  3.1033  0.11
H  -7.5217  2.3778  2.0522  0.10
H  -9.1972  3.1141  1.8942  0.11
H  -7.8014  2.8855  -0.5323  0.13
H  -7.4514  4.6222  -0.8648  0.11
H  -10.2407  3.5738  0.1732  0.08
H  -9.9345  3.8456  -1.5083  0.09
H  -9.8528  5.1736  -0.4498  0.07
H  -5.7040  4.2829  2.3000  0.09
H  -5.6211  5.3655  0.9556  0.11
H  -4.1504  3.3467  0.4371  0.11
H  -5.4344  3.5384  -0.6267  0.10
H  -5.4321  0.3560  1.9307  0.10
H  -5.2960  1.9734  2.7360  0.07
H  -4.0559  1.2286  1.6461  0.07
C  9.1798  -1.0397  3.2544  -0.07
C  8.9586  -0.0891  4.4501  -0.12
N  7.8463  0.9579  4.1812  -0.18
C  8.1343  1.9065  2.9809  0.03
C  6.4286  0.1781  3.8833  -0.10
C  5.2424  1.0635  3.4981  -0.08
C  7.4501  1.7752  5.4047  -0.11
C  8.6157  2.3600  6.1664  -0.23
O  9.6088  2.9821  5.3964  -0.19
C  9.3431  4.3585  5.0330  -0.06
H  9.3926  -0.6383  2.2636  0.08
H  8.4414  -1.8185  3.0635  0.07
H  10.1147  -1.5517  3.4823  0.09
H  9.8307  0.4300  4.8477  0.13
H  8.5420  -0.7556  5.2053  0.13
H  9.0216  2.5240  3.1205  0.09
H  7.3303  2.6259  2.8255  0.08
H  8.2802  1.4576  1.9984  0.10
H  6.2906  -0.6833  4.5368  0.14
H  6.6587  -0.3075  2.9350  0.09
H  4.8000  1.6191  4.3250  0.08
H  4.4128  0.4158  3.2148  0.05
H  5.3539  1.6579  2.5913  0.06
H  7.0709  1.0868  6.1599  0.14
H  6.7046  2.5122  5.1063  0.12
H  9.0791  1.5558  6.7381  0.13
H  8.0899  2.9639  6.9059  0.14
H  10.2661  4.7939  4.6501  0.10
H  9.0253  4.8583  5.9480  0.09
H  8.4729  4.5330  4.4002  0.08
C  -1.5569  3.9248  -6.4794  -0.05
C  -2.0358  4.8162  -5.3498  -0.14
N  -3.1907  4.1533  -4.4598  -0.18
C  -3.5191  5.2043  -3.3285  0.04
C  -4.4705  3.6393  -5.2172  -0.12
C  -5.1263  4.7049  -6.0482  -0.05
C  -2.4274  2.9696  -3.7709  -0.10
C  -3.0920  2.3684  -2.5363  -0.17
O  -4.4457  1.8003  -2.6937  -0.18
C  -4.4320  0.5006  -3.2318  -0.10
H  -0.7088  4.4997  -6.8516  0.08
H  -2.4067  3.8561  -7.1585  0.09
H  -1.1826  2.9439  -6.1865  0.07
H  -2.4998  5.7388  -5.6985  0.13
H  -1.1994  5.0235  -4.6822  0.11
H  -4.3833  4.8471  -2.7685  0.10
H  -3.8298  6.1283  -3.8161  0.10
H  -2.6654  5.4034  -2.6808  0.09
H  -5.1485  3.2823  -4.4418  0.13
H  -4.1231  2.7674  -5.7715  0.12
H  -4.5307  5.0116  -6.9080  0.08
H  -5.3545  5.6664  -5.5883  0.09
H  -6.0476  4.3455  -6.5066  0.11
H  -1.4879  3.3603  -3.3803  0.10
H  -2.3178  2.2502  -4.5825  0.11
H  -2.9790  3.0884  -1.7258  0.10
H  -2.4556  1.5703  -2.1539  0.11
H  -3.6594  -0.1602  -2.8385  0.07
H  -4.1576  0.6178  -4.2802  0.06
H  -5.3690  -0.0532  -3.1728  0.10
C  0.7519  -3.6133  -0.1341  -0.05
C  0.0501  -2.2710  -0.5149  -0.12
N  -0.8246  -1.6296  0.6099  -0.21
C  -1.4340  -0.3116  0.1714  0.01
C  -1.9507  -2.6428  1.0917  -0.10
C  -3.2289  -2.8968  0.1716  -0.01
C  0.0693  -1.3701  1.8950  -0.01
C  1.4053  -0.5755  1.6330  -0.18
O  0.9704  0.7409  1.4829  -0.19
C  2.0358  1.6523  1.6403  -0.08
H  0.1513  -4.3703  0.3703  0.06
H  1.5109  -3.4096  0.6212  0.06
H  1.2172  -4.1876  -0.9353  0.06
H  -0.6252  -2.4058  -1.3598  0.09
H  0.7305  -1.5326  -0.9392  0.11
H  -0.7551  0.4249  -0.2584  0.09
H  -1.9068  0.0299  1.0922  0.10
H  -2.1078  -0.5826  -0.6414  0.08
H  -2.2970  -2.1740  2.0128  0.10
H  -1.4758  -3.5262  1.5186  0.08
H  -2.9923  -3.3538  -0.7893  0.04
H  -3.7781  -1.9833  -0.0562  0.07
H  -3.9224  -3.5447  0.7076  0.09
H  0.2121  -2.3648  2.3171  0.10
H  -0.6717  -0.8569  2.5079  0.13
H  1.9875  -0.9467  0.7896  0.11
H  2.0911  -0.7241  2.4671  0.12
H  2.6650  1.4849  2.5144  0.07
H  1.6595  2.6713  1.5495  0.07
H  2.8072  1.5399  0.8786  0.08
C  2.1884  5.8491  -5.5544  -0.06
C  3.5260  5.2393  -5.8710  -0.18
N  3.5924  3.7218  -5.9885  -0.23
C  2.9173  3.2624  -7.3122  0.05
C  5.1066  3.3907  -6.0993  -0.11
C  5.3729  1.8744  -6.2886  -0.05
C  2.8785  2.9836  -4.7797  -0.07
C  3.5289  3.2128  -3.4327  -0.19
O  4.5473  2.2588  -3.2036  -0.19
C  4.0850  1.0743  -2.5042  -0.03
H  1.5473  5.6695  -6.4174  0.07
H  2.2713  6.9258  -5.4064  0.10
H  1.7799  5.4734  -4.6163  0.07
H  4.2092  5.6716  -5.1399  0.14
H  3.7876  5.5962  -6.8671  0.14
H  1.8887  3.4698  -7.0169  0.08
H  3.0395  2.1795  -7.3359  0.09
H  3.3517  3.7201  -8.2009  0.13
H  5.6539  3.7933  -5.2470  0.14
H  5.4355  3.9076  -7.0008  0.13
H  4.9569  1.4239  -7.1898  0.07
H  5.0013  1.2937  -5.4443  0.06
H  6.4281  1.6013  -6.2993  0.10
H  2.9184  1.9255  -5.0383  0.12
H  1.8170  3.2305  -4.7647  0.11
H  2.7874  3.0894  -2.6434  0.12
H  3.9263  4.2268  -3.3888  0.13
H  4.8740  0.3224  -2.5152  0.09
H  3.2569  0.6600  -3.0792  0.06
H  3.8289  1.3638  -1.4850  0.10
As  -6.1185  -3.6259  -3.4264  0.94
F  -7.5349  -2.4811  -3.3954  -0.29
F  -7.1388  -4.8703  -4.1505  -0.26
F  -4.6467  -4.7209  -3.6276  -0.32
F  -5.0055  -2.4071  -2.7628  -0.30
F  -6.5685  -4.3971  -1.8494  -0.27
F  -5.7541  -2.9857  -5.0658  -0.30
As  -5.7205  -2.5721  4.3468  0.92
F  -7.3697  -3.1198  4.8115  -0.30
F  -5.6234  -1.9617  6.0360  -0.29
F  -4.1307  -1.9795  3.9102  -0.28
F  -6.0184  -3.3202  2.7000  -0.32
F  -6.4674  -0.9746  3.8024  -0.33
F  -5.1077  -4.1433  4.9485  -0.28
As  5.2661  -2.9306  0.3745  0.89
F  4.8331  -4.1424  1.7105  -0.29
F  4.5612  -1.5465  1.2821  -0.28
F  5.6127  -1.8650  -0.9635  -0.27
F  6.0194  -4.2727  -0.4926  -0.27
F  3.6686  -3.2229  -0.3648  -0.29
F  6.8631  -2.5714  1.0765  -0.27
N  -3.6292  3.8529  3.4146  -0.26
S  -3.8694  3.5130  4.7976  0.39
O  -3.0775  4.1261  5.8689  -0.27
O  -4.5244  2.2176  4.9981  -0.26
F  -5.1150  4.5448  4.8251  -0.22
S  -2.1841  2.9703  3.2741  0.52
O  -2.2044  1.5335  3.3579  -0.25
O  -1.0321  3.6844  3.7811  -0.27
F  -1.9328  3.1443  1.7375  -0.19
N  -0.3206  -4.7719  3.4619  -0.29
S  1.1117  -4.6262  4.2328  0.54
O  1.4660  -5.6340  5.2191  -0.25
O  1.6495  -3.3207  4.5587  -0.28
F  2.0515  -5.0067  2.9912  -0.20
S  -1.1949  -4.3312  4.5166  0.46
O  -1.1540  -2.9168  4.9644  -0.30
O  -1.5714  -5.3820  5.5197  -0.27
F  -2.5498  -4.1702  3.5753  -0.23
N  4.5914  4.2359  2.4536  -0.68
O  3.4451  4.6294  2.6405  -0.07
O  4.8332  3.6190  1.4211  -0.08
O  5.4612  4.5467  3.2642  -0.04